1.
The following is a quantum chemistry calculation of 2 unconnected molecules or ions with the total composition C4H7FNO6S in a non-equilibrium geometry, from the Open Molecules 2025 dataset.

Geometry as XYZ:
```
20
C4H7FNO6S wB97M-V/def2-TZVPD
S 0.941 0.388 -1.792
F 0.168 -2.103 -1.548
O 0.344 -0.068 2.003
O 0.310 1.706 -1.469
O 2.104 0.102 -0.988
O -2.341 -1.821 -0.440
O 1.325 -2.006 2.436
O 1.093 0.250 -3.209
N -1.865 0.708 -0.408
C -1.513 -0.672 -0.636
C -0.327 -0.856 -1.256
C 1.406 -0.860 2.070
C 0.441 1.290 1.547
H 2.322 -0.414 1.799
H -2.718 0.945 -0.839
H 1.162 1.690 2.207
H 0.645 1.316 0.461
H -1.832 -2.594 -0.905
H -0.589 1.791 1.761
H -1.077 1.207 -0.794
```

For the total energy, the calculation gives -31589.5421 eV. The multiplicity is 1. The frontier orbital gap comes out at 8.3 eV. As for the HOMO energy: -4.90 eV. As for the total charge: -1.

2.
The following is a quantum chemistry calculation of 8 unconnected molecules or ions with the total composition C20H38Cl6O14 in a non-equilibrium geometry, from the Open Molecules 2025 dataset.

Geometry as XYZ:
```
78
C20H38Cl6O14 wB97M-V/def2-TZVPD
Cl 0.086 1.167 -5.836
Cl -0.946 -0.393 -3.771
Cl -1.021 2.086 3.036
Cl -2.193 0.034 1.320
Cl 1.906 -0.633 -4.362
Cl -3.322 0.592 4.089
O 4.012 -5.476 3.497
O 1.873 1.762 3.545
O 3.398 1.178 1.969
O 0.799 -2.771 1.137
O -2.179 4.974 -1.012
O 2.006 3.542 -2.891
O -6.150 -3.676 -0.047
O 4.170 3.744 -3.680
O -4.590 -3.031 -1.485
O 3.767 2.428 -2.061
O -2.122 2.756 -1.760
O 3.209 3.283 2.826
O -3.972 3.790 -1.707
O -4.293 -2.720 0.781
C -2.553 1.229 2.561
C -4.924 -3.156 -0.171
C 2.030 -6.714 3.679
C 0.162 -3.058 -1.196
C 2.796 -5.397 3.606
C -0.694 2.713 -1.911
C 1.632 0.365 3.935
C 2.098 -4.125 3.889
C 4.255 3.809 2.062
C 3.205 3.260 -2.920
C -3.405 -2.458 -1.854
C 0.636 -2.276 0.047
C -6.776 -3.795 1.216
C 1.151 -0.812 -0.112
C 2.862 2.046 2.660
C 3.015 1.757 -1.091
C -4.920 4.547 -1.046
C 3.890 4.533 -4.877
C 0.281 -0.412 -5.048
C -2.690 3.948 -1.459
H -0.265 3.684 -2.157
H -2.622 -2.936 -1.265
H 4.857 4.723 -5.342
H 1.828 -0.501 0.684
H -0.363 -2.514 -1.982
H -5.893 4.282 -1.460
H 3.557 0.926 -0.639
H -0.547 1.953 -2.678
H 0.113 -1.234 -5.745
H 1.344 -0.334 3.150
H 2.028 1.450 -1.437
H -3.279 -2.650 -2.920
H -3.329 -1.375 -1.763
H -5.101 4.244 -0.015
H 2.579 -0.055 4.276
H 2.868 2.508 -0.314
H 3.282 3.983 -5.595
H 2.748 -7.497 3.435
H 1.529 -6.877 4.633
H -4.749 5.622 -1.099
H 0.915 0.477 4.748
H 2.489 -3.236 3.394
H 1.057 -4.182 3.569
H 0.951 -3.671 -1.633
H 4.324 4.874 2.282
H 2.135 -4.011 4.973
H 1.561 -0.703 -1.116
H 4.115 3.841 0.981
H 1.201 -6.704 2.972
H 5.248 3.364 2.132
H -6.169 -4.590 1.649
H -6.655 -3.028 1.982
H -0.389 2.284 -0.956
H -7.789 -4.159 1.047
H -0.454 -3.873 -0.817
H -3.194 2.002 2.137
H 3.271 5.409 -4.684
H 0.308 -0.132 0.012
```

For the total energy, the calculation gives -125153.0410 eV. The multiplicity is 2. The frontier orbital gap (alpha / beta) comes out at 2.0 / 8.7 eV. As for the HOMO energy (alpha / beta): 0.05 / -6.64 eV. As for the total charge: -1.

3.
The following is a quantum chemistry calculation of 4 unconnected molecules or ions with the total composition C18H42NO18P3S2 in a non-equilibrium geometry, from the Open Molecules 2025 dataset.

Geometry as XYZ:
```
84
C18H42NO18P3S2 wB97M-V/def2-TZVPD
S 6.294 1.414 -1.687
S 2.849 0.342 -1.937
P -11.289 0.873 3.825
P -4.539 -1.664 -0.315
P 9.118 -2.156 -5.451
O -2.867 -2.002 -0.601
O 7.836 1.424 -1.368
O -11.751 1.004 5.487
O -6.211 -1.325 -0.029
O 5.329 0.170 -1.025
O 10.568 -2.693 -6.022
O 8.313 -3.047 -6.696
O 5.523 2.691 -0.854
O 5.987 3.123 3.409
O 6.089 1.276 -3.232
O 1.311 -1.438 0.714
O -4.131 -0.309 0.280
O 9.924 -1.265 -4.206
O -10.827 0.741 2.163
O -9.859 0.479 4.222
O -11.365 2.511 3.661
O -4.767 -1.486 -1.937
O 8.584 -3.166 -4.425
N 1.173 0.899 1.495
C -11.438 -0.094 6.324
C -6.561 -0.898 1.275
C 4.076 2.923 1.332
C 0.093 0.475 2.467
C -11.417 -0.364 1.510
C -10.783 3.332 4.659
C 9.150 -0.908 -3.075
C -5.520 -0.384 -2.412
C 5.709 3.369 1.900
C 4.047 0.774 -0.533
C 3.588 -0.258 0.660
C 0.394 1.519 0.316
C 4.215 2.375 -0.207
C 6.675 2.023 2.390
C -2.356 -3.018 0.239
C 11.537 -3.169 -5.106
C 7.207 -2.358 -7.243
C 1.965 -0.271 0.953
H -5.482 0.472 -1.732
H 8.151 -0.581 -3.382
H 9.083 -1.754 -2.387
H 6.472 -2.156 -6.461
H -0.694 -0.292 2.005
H 4.149 0.054 1.638
H 0.112 0.605 -0.383
H -0.571 1.400 2.827
H -11.076 -0.385 0.473
H -6.355 0.169 1.384
H 5.890 1.357 1.780
H -2.452 -2.717 1.284
H -0.571 2.068 0.705
H 9.649 -0.085 -2.556
H -10.399 4.238 4.188
H -12.067 -0.042 7.217
H -9.960 2.836 5.180
H -6.014 -1.475 2.027
H 6.748 -2.981 -8.014
H -7.634 -1.055 1.417
H 0.505 -0.020 3.457
H 6.558 1.358 3.323
H 11.088 -3.568 -4.192
H -11.632 -1.038 5.806
H 6.283 4.314 1.302
H 12.221 -2.354 -4.852
H 3.460 2.871 -0.986
H -11.117 -1.290 2.004
H -2.899 -3.948 0.064
H -11.554 3.617 5.380
H -12.504 -0.264 1.527
H -5.120 -0.075 -3.379
H 7.543 -1.422 -7.694
H 3.904 -1.386 0.440
H 12.112 -3.964 -5.584
H -10.394 -0.036 6.639
H 3.691 2.138 2.109
H 3.555 3.970 1.385
H 2.139 1.568 -2.140
H -6.559 -0.695 -2.551
H 1.168 2.261 -0.195
H -1.300 -3.171 0.006
```

As for the SMILES: CN(C)C(=O)C[C@]1(S)OS(=O)(=O)O[C@@H]1C[C@@H]1CO1.COP(=O)(OC)OC.COP(=O)(OC)OC.COP(=O)(OC)OC. For the total energy, the calculation gives -107206.2136 eV. The multiplicity is 1. The frontier orbital gap comes out at 6.1 eV. As for the HOMO energy: -8.96 eV. As for the total charge: 0.

4.
The following is a quantum chemistry calculation of a molecular structure, H43O21 in a non-equilibrium geometry, from the Open Molecules 2025 dataset.

Geometry as XYZ:
```
64
H43O21 wB97M-V/def2-TZVPD
O -2.393 -2.193 1.908
O -1.681 1.672 -3.432
O -3.085 -2.115 -0.766
O 0.141 -1.239 -0.630
O -1.366 2.359 3.781
O 3.142 0.371 -2.286
O 0.703 -1.370 -3.865
O -0.284 0.607 1.246
O 0.923 -0.962 4.222
O 0.690 2.553 -4.526
O -2.262 2.559 0.785
O 1.837 -2.685 -1.582
O 0.571 3.562 2.326
O 2.447 1.938 1.882
O -1.726 -1.858 -3.076
O -3.017 0.102 1.492
O 3.151 -2.859 1.454
O -1.323 -4.705 -0.967
O -1.606 -0.345 3.446
O 4.956 2.532 -0.781
O -0.244 3.423 -0.704
H -2.676 -1.841 -1.628
H 2.784 -2.292 2.129
H 3.926 -0.144 -2.468
H -1.927 -2.482 -3.795
H -1.339 2.259 -2.750
H 5.120 1.600 -0.926
H -0.771 -1.866 -3.512
H -0.806 2.427 2.999
H 2.762 1.938 2.787
H 1.106 -3.176 -1.189
H 1.057 3.168 1.562
H 0.550 3.247 -1.216
H -2.082 -2.774 1.205
H 0.455 1.184 1.050
H 0.069 1.896 -4.166
H -0.650 -0.545 3.426
H -1.279 -5.264 -0.185
H -1.593 0.654 3.455
H 1.096 2.035 -5.230
H 0.980 -1.577 -2.965
H 2.501 -3.297 0.905
H 0.804 2.818 2.873
H -3.963 -2.474 -0.906
H -2.205 2.784 3.614
H -1.442 3.028 0.998
H -0.707 4.233 -0.923
H -0.685 -1.662 -0.409
H -2.167 -4.873 -1.388
H -2.428 -0.524 2.503
H -2.444 -2.683 2.735
H 0.714 -1.164 5.148
H 0.267 -1.239 -1.571
H -0.558 0.201 0.411
H 3.469 1.052 -1.687
H 0.975 -0.491 -4.139
H 2.716 1.290 1.244
H 4.834 2.751 0.140
H 1.702 -1.528 4.137
H -2.725 -0.381 0.700
H -2.357 1.097 -3.092
H 2.450 -2.566 -0.848
H -2.746 1.022 1.181
H -2.361 2.810 -0.138
```

For the total energy, the calculation gives -43688.2158 eV. The multiplicity is 1. The frontier orbital gap comes out at 10.5 eV. As for the HOMO energy: -13.38 eV. As for the total charge: +1.

Which of these has the highest multiplicity? C20H38Cl6O14